Record 1
Molecular formula: C6H13Cl2N2O2S
Method: DFT, the ωB97M-V functional and the def2-TZVPD basis

The geometry in XYZ format:
```
26
Properties=species:S:1:pos:R:3:forces:R:3:lowdin_charge:R:1
C -0.5766 0.4698 -1.7674 -3.1 2.7 -1.8 -0.202
C -1.9344 -0.0395 0.1037 2.5 -2.3 0.6 -0.154
C 0.6733 0.3967 -1.0054 -1.6 -3.5 0.2 -0.141
C -0.5859 -0.2411 0.8613 0.1 -2.6 2.9 -0.111
C 1.7853 0.7299 1.0912 -0.7 0.1 1.5 0.059
C 0.1316 -3.6570 -1.6746 1.7 3.6 -0.7 -1.028
N -1.6965 -0.2699 -1.2720 -0.5 -1.0 -0.4 -0.248
N 0.4155 0.6901 0.3871 1.5 1.3 1.4 -0.167
O -2.1284 -1.7238 -3.3148 0.8 -0.3 1.3 -0.346
O -3.1803 -2.2974 -1.1460 -0.3 -0.5 0.8 -0.321
S -2.0115 -1.9068 -1.8675 0.3 1.4 -1.8 0.739
Cl 1.1637 -3.1226 -0.4124 -0.1 -0.6 -0.1 0.664
Cl 0.6549 -3.4016 -3.2430 0.0 -0.4 0.0 0.710
H -1.0185 1.5883 -1.9068 1.4 -2.2 0.3 0.200
H -0.4716 0.0653 -2.7429 0.7 0.2 -1.2 0.111
H -2.6557 -0.7515 0.4499 -0.6 0.0 0.5 0.120
H -2.1786 0.9567 0.2739 -1.1 1.9 0.2 0.117
H 0.8751 -0.7376 -0.9973 0.9 1.9 -0.3 0.108
H 1.3627 1.0743 -1.3441 2.1 1.1 -1.2 0.120
H -0.7202 -0.1137 1.9895 0.2 0.0 -1.5 0.167
H -0.0167 -1.2334 0.7169 -1.7 1.0 0.3 0.093
H 2.2089 -0.2847 1.1017 -0.4 0.3 0.0 0.108
H 2.4357 1.3767 0.5138 -0.1 0.1 -0.1 0.100
H 1.7258 1.1485 2.1507 -0.3 -0.7 -1.5 0.136
H -0.5980 -4.3037 -1.4304 -2.2 -2.4 0.6 -0.017
H -0.0348 1.5888 0.4879 0.3 0.9 -0.2 0.183
```
Forces are in eV/Å.

Computed properties:
- Frontier orbital gap (spin up / spin down): 0.24525 / 0.29942 Eh
- Electronic energy: -49377.1578 eV
- Molecular weight: 248.16 g mol⁻¹
- Charge: +1

---

Record 2
Molecular formula: C16H27N4
Method: DFT, the ωB97M-V functional and the def2-TZVPD basis

The geometry in XYZ format:
```
47
Properties=species:S:1:pos:R:3:forces:R:3:lowdin_charge:R:1
C -4.4749 -1.6428 -1.0954 -0.4 0.5 -0.3 -0.011
N -3.1428 -2.2346 -1.0455 1.2 0.7 -0.5 -0.171
C -3.0636 -3.6481 -0.7000 0.1 -0.4 0.3 -0.015
C -2.0710 -1.5129 -1.3676 -0.6 -0.1 0.6 -0.025
C -0.7471 -1.9658 -1.2195 0.9 -0.2 0.3 -0.044
C 0.3966 -1.2332 -1.5354 -1.6 -0.5 -0.7 0.054
C 1.6855 -1.8548 -1.7074 1.3 -0.8 0.4 -0.209
C 2.6907 -1.3091 -2.5525 -0.3 0.0 0.5 -0.005
C 3.9449 -1.9135 -2.6618 -0.1 0.0 0.0 -0.058
C 4.2488 -3.0759 -1.9393 -0.4 0.1 0.0 -0.048
C 3.2573 -3.6680 -1.1424 -0.4 0.5 -0.2 -0.054
C 1.9904 -3.0741 -1.0371 0.6 0.2 -0.3 -0.013
H -5.2084 -2.4467 -0.9951 0.1 0.4 -0.1 0.094
H -4.6248 -0.9105 -0.2901 0.1 -0.3 -0.1 0.108
H -4.6039 -1.1212 -2.0512 -0.1 -0.2 0.2 0.107
H -4.0886 -4.0066 -0.5976 0.3 -0.1 0.0 0.093
H -2.5564 -4.2147 -1.4887 -0.1 0.2 0.1 0.113
H -2.5402 -3.8200 0.2462 -0.1 0.1 -0.1 0.108
H -2.2608 -0.5088 -1.7654 0.0 -0.3 0.3 0.146
H -0.6355 -2.9794 -0.8091 0.0 0.5 -0.5 0.097
H 0.2778 -0.1704 -1.7845 0.1 -0.4 -0.1 0.124
H 2.4539 -0.4064 -3.1200 0.2 -0.2 0.2 0.123
H 4.7015 -1.4709 -3.3144 -0.3 -0.1 0.2 0.116
H 5.2499 -3.5254 -1.9984 -0.6 0.3 0.0 0.120
H 3.4693 -4.5887 -0.6018 -0.1 0.2 -0.1 0.112
H 1.2462 -3.5441 -0.4008 0.2 0.1 0.0 0.104
C -1.7946 3.0291 1.7446 -0.7 0.1 -0.1 -0.079
N -0.6627 2.6390 0.9435 -0.1 -0.2 -0.3 -0.154
C -0.9074 2.3163 -0.4423 -0.3 0.2 -0.2 -0.088
C 0.6556 2.5669 1.2871 1.2 -0.3 -0.2 -0.431
N 1.4506 2.1053 0.3500 0.7 -0.1 1.1 0.063
N 1.0691 2.9885 2.5297 0.3 -0.2 -0.4 -0.144
C 0.2108 3.5284 3.5603 0.4 0.4 0.5 -0.070
C 2.5017 3.1082 2.7874 -0.2 -0.1 -0.2 -0.054
H -1.8920 2.4457 2.6730 0.0 0.4 -0.3 0.088
H -1.8162 4.1086 1.9460 -0.2 -0.3 0.1 0.086
H -2.6888 2.8240 1.1482 0.1 -0.1 0.1 0.086
H 0.0829 2.1257 -0.8697 -0.6 0.1 -0.2 0.042
H -1.5190 1.4142 -0.5293 -0.2 0.0 0.0 0.061
H -1.3946 3.1581 -0.9383 -0.1 -0.1 -0.1 0.095
H 2.4105 1.9750 0.6600 -0.3 0.2 0.1 0.026
H -0.4344 4.3254 3.1797 0.2 -0.2 0.4 0.077
H -0.3553 2.7499 4.0774 -0.1 0.2 0.0 0.089
H 0.8983 3.9707 4.2906 -0.5 0.0 0.0 0.086
H 3.0164 3.3568 1.8530 0.0 0.1 0.3 0.083
H 2.6367 3.9144 3.5100 0.2 -0.1 -0.2 0.082
H 2.9379 2.1964 3.2136 -0.1 0.0 -0.1 0.094
```
Forces are in eV/Å.

Computed properties:
- Frontier orbital gap: 0.21184 Eh
- Electronic energy: -22982.2290 eV
- Molecular weight: 275.42 g mol⁻¹
- Charge: +1

---

Record 3
Molecular formula: C3H3NO2
Method: DFT, the ωB97M-V functional and the def2-TZVPD basis

The geometry in XYZ format:
```
9
Properties=species:S:1:pos:R:3:forces:R:3:lowdin_charge:R:1
C 0.2665 2.7010 -0.3433 0.5 -1.2 0.7 -0.056
C 0.7878 1.3916 0.4255 -3.5 1.5 -2.7 -0.589
C 0.0737 0.0633 0.0947 1.5 3.2 -1.1 0.054
N -0.2174 3.5777 -0.9247 0.6 -1.0 0.6 0.142
O 1.0350 1.5449 1.7500 -1.7 1.3 2.9 0.071
O 2.0413 1.3302 0.8101 4.3 -0.3 -1.4 0.098
H 0.7330 -0.3694 -0.6605 -0.4 -0.7 0.2 0.103
H -0.8793 0.3825 -0.3170 -0.4 -0.9 0.3 0.092
H 0.1860 -0.2288 1.1084 -0.8 -2.0 0.5 0.084
```
Forces are in eV/Å.

Computed properties:
- Frontier orbital gap: 0.44572 Eh
- Electronic energy: -8739.5835 eV
- Energy above the lowest of the compared OMol25 structures with the same formula, charge and spin: 127.9 kcal/mol
- Molecular weight: 85.06 g mol⁻¹
- SMILES: CC1(C#N)OO1

---

Record 4
Molecular formula: C13H17N5O2
Method: DFT, the ωB97M-V functional and the def2-TZVPD basis

The geometry in XYZ format:
```
37
Properties=species:S:1:pos:R:3:forces:R:3:lowdin_charge:R:1
C -4.8611 -0.6636 0.4542 -1.7 -1.5 -5.4 -0.150
C -3.5534 -1.1113 0.8025 3.3 -2.5 -1.7 -0.253
H -3.0769 -0.3985 1.3487 1.7 2.4 1.5 0.056
H -3.5318 -1.9553 1.4744 -0.1 -0.8 -0.2 0.097
C -2.4906 -1.4191 -0.5391 -0.5 -4.4 10.4 -0.087
N -2.1691 -0.3019 -1.1216 -2.4 0.0 -2.1 -0.265
N -2.7753 0.0628 -2.1272 -9.6 -8.3 -4.7 -0.012
N -2.3014 0.9276 -2.8103 3.7 5.3 0.1 0.167
C -1.3230 1.2977 -1.8948 -3.0 -4.4 0.2 -0.485
N -1.3324 0.5319 -0.8591 7.0 3.2 4.0 0.209
N -0.6404 2.3167 -1.9013 5.4 13.2 -6.2 0.133
C 0.4902 2.8392 -1.2745 -2.0 7.5 -1.4 -0.199
O 0.8138 4.2307 -1.5630 -1.6 -8.9 1.7 -0.121
C 0.9219 1.9326 -0.2129 2.3 -1.7 -8.2 -0.249
C 1.5569 0.7887 -0.8472 0.9 0.7 9.9 0.151
C 2.1496 -0.0109 0.2853 -1.1 -2.2 -10.7 -0.184
C 2.0945 0.3980 1.5078 4.2 -6.2 7.3 -0.102
C 1.5952 1.4928 2.0329 -2.6 -0.1 -9.3 -0.035
C 0.8987 2.1971 1.0346 0.2 5.7 9.3 -0.051
H 0.5814 3.2407 1.5604 0.0 -2.2 -2.3 0.187
H 1.6580 1.6141 2.9496 0.2 2.0 8.3 0.034
H 2.6207 -0.4916 2.4437 -1.5 2.7 -3.0 0.218
O 2.5711 -1.3063 -0.3098 -0.2 3.2 2.4 -0.090
C 3.3703 -2.1120 0.5696 0.3 -1.2 -7.1 -0.342
C 4.7891 -1.8527 0.5045 -1.2 4.6 8.8 -0.043
H 5.1937 -1.4217 -0.2861 1.8 0.6 -4.1 0.009
H 4.7420 -0.5193 1.1893 0.8 -3.4 -1.3 0.177
H 5.2654 -2.5209 1.2369 0.7 0.4 -0.9 0.089
H 3.4650 -2.9569 -0.1257 -1.3 -1.2 0.6 0.129
H 2.7840 -2.3075 1.3538 -1.1 -1.0 3.7 0.072
H 1.5011 0.4499 -1.7904 -0.1 -0.8 -3.2 0.086
H -0.9476 3.0903 -2.8454 1.3 -2.9 3.9 0.300
H -1.6138 -1.9711 0.0449 -1.4 1.6 -1.7 0.173
H -2.9906 -2.1493 -1.0261 -1.3 -1.6 -2.5 0.077
H -4.6910 0.1936 -0.3230 -1.2 -1.0 1.8 0.102
H -5.4663 -0.5519 1.3297 -0.7 0.7 0.1 0.063
H -5.2978 -1.5827 -0.2653 0.4 2.5 1.9 0.138
```
Forces are in eV/Å.

Computed properties:
- Frontier orbital gap: 0.32446 Eh
- Electronic energy: -25287.0281 eV
- Energy above the lowest of the compared OMol25 structures with the same formula, charge and spin: 358.8 kcal/mol
- Molecular weight: 275.31 g mol⁻¹

---

Record 5
Molecular formula: H5N2PS2
Method: DFT, the ωB97M-V functional and the def2-TZVPD basis

The geometry in XYZ format:
```
10
Properties=species:S:1:pos:R:3:forces:R:3:lowdin_charge:R:1
N -0.9633 1.1755 -0.0658 -0.2 -3.9 -0.8 -0.216
N -1.2444 -1.3760 -0.2686 2.6 3.7 -0.2 -0.157
P -2.0688 0.0724 -0.1341 -0.4 -0.7 1.3 0.214
S -3.9868 -0.0969 0.3182 1.9 0.3 -0.8 0.131
S 3.9113 -0.0454 0.6387 2.5 -2.4 -0.9 0.521
H -1.2443 2.0818 0.0324 -1.0 2.9 0.4 -0.068
H -1.6019 -2.2250 -0.5776 -0.9 -1.4 -0.6 0.016
H -0.2482 -1.1268 -0.5769 -1.9 -1.0 0.6 0.087
H 3.0466 0.7827 0.9443 -2.6 2.4 1.0 -0.314
H 4.3999 0.7577 -0.3106 0.1 0.0 -0.1 -0.212
```
Forces are in eV/Å.

Computed properties:
- Frontier orbital gap: 0.34803 Eh
- Electronic energy: -34020.6653 eV
- Energy above the lowest of the compared OMol25 structures with the same formula, charge and spin: 40.3 kcal/mol
- Molecular weight: 128.16 g mol⁻¹

---

Record 6
Molecular formula: C5H13N3
Method: DFT, the ωB97M-V functional and the def2-TZVPD basis

The geometry in XYZ format:
```
21
Properties=species:S:1:pos:R:3:forces:R:3:lowdin_charge:R:1
C -0.1113 1.7304 1.5941 0.0 0.0 0.0 -0.066
C 0.7490 -0.7558 0.1165 -0.1 0.1 -0.2 -0.563
C 0.5263 1.3438 0.3091 0.1 -0.5 -0.1 -0.304
N 1.9049 -0.9378 -0.6537 -0.1 0.0 0.0 0.084
N 0.4380 -1.2732 1.2441 -0.1 0.1 0.0 0.061
N 1.1932 1.9640 -0.5452 0.0 0.0 0.0 0.108
H 2.7333 -0.8126 -0.0829 -0.1 0.0 0.0 0.095
H 1.9512 -0.3034 -1.4435 0.0 0.0 0.1 0.077
H 1.0377 -2.0551 1.4835 0.0 0.0 -0.1 0.048
H 1.3344 2.9608 -0.3382 -0.1 -0.1 0.0 0.063
H 0.0062 0.9168 2.3119 0.0 0.0 0.0 0.061
H 0.3126 2.6584 1.9916 0.0 -0.1 0.0 0.077
H -1.1844 1.8715 1.4361 0.1 0.0 0.0 0.082
C -2.0478 -1.0132 -0.6290 0.0 0.0 0.0 -0.147
C -0.7241 -0.9900 -1.3357 0.5 0.2 0.5 -0.135
H -2.4628 -0.0095 -0.5028 0.0 0.0 0.0 0.069
H -1.9192 -1.4625 0.3623 0.0 0.0 0.0 0.064
H -2.7877 -1.6068 -1.1741 0.1 0.0 0.0 0.072
H -0.6273 -0.2941 -2.1706 0.0 0.0 0.0 0.086
H -0.3094 -1.9634 -1.5779 0.0 0.0 0.0 0.085
H -0.0129 0.0314 -0.3955 -0.3 0.2 -0.2 0.083
```
Forces are in eV/Å.

Computed properties:
- Frontier orbital gap: 0.29145 Eh
- Electronic energy: -9860.9482 eV
- Energy above the lowest of the compared OMol25 structures with the same formula, charge and spin: 124.9 kcal/mol
- Molecular weight: 115.18 g mol⁻¹

---

The highest electronic energy belongs to which entry? C3H3NO2